Record 1
Density functional theory data (ωB97M-V with the def2-TZVPD basis set) for a molecular structure, C4F12KN2O8S4 at a distorted geometry.

Calculated values
energy relative to the best compared isomer or geometry (same formula, charge and spin) = 8.2 kcal/mol
net charge = -1
orbital gap = 0.334 Eh
LUMO energy = 1.6 eV
HOMO level = -7.5 eV

CARTESIAN COORDINATES (ANGSTROEM)
K1 -3.0396 -0.4575 -11.6603
C1 -0.8024 -3.3758 -13.1003
F1 0.3831 -3.9736 -13.0179
F2 -1.7712 -4.2751 -13.2314
F3 -1.0085 -2.7022 -11.9279
S1 -0.7999 -2.1668 -14.4813
O1 0.3531 -1.3768 -14.2607
O2 -0.8209 -2.9692 -15.6284
N1 -2.1844 -1.3329 -14.1516
S2 -3.0544 -1.3382 -15.4937
O3 -2.4802 -0.6173 -16.5793
O4 -3.6852 -2.6038 -15.7750
C2 -4.4914 -0.3584 -14.9438
F4 -4.1196 0.8012 -14.3694
F5 -5.2233 -0.0657 -16.0139
F6 -5.2545 -1.0364 -14.0667
C3 -4.3075 2.9499 -10.4247
F7 -4.0199 2.8616 -9.1177
F8 -4.8438 1.7650 -10.8224
F9 -5.1984 3.9182 -10.6055
S3 -2.7957 3.2967 -11.4029
O5 -3.2095 3.3409 -12.7570
O6 -2.2683 4.4770 -10.8152
N2 -1.9621 1.9549 -11.0392
S4 -0.4682 2.3906 -10.6481
O7 0.1355 3.1802 -11.6755
O8 -0.2329 2.7725 -9.2911
C4 0.4066 0.7754 -10.8415
F10 0.3823 0.0991 -9.6731
F11 -0.1520 -0.0338 -11.7615
F12 1.6605 0.9946 -11.1793

Charges obtained by Löwdin population analysis, quoted in units of e:
1 K 0.852
2 C -0.655
3 F 0.148
4 F 0.146
5 F 0.058
6 S 0.554
7 O -0.250
8 O -0.253
9 N -0.358
10 S 0.558
11 O -0.257
12 O -0.289
13 C -0.680
14 F 0.107
15 F 0.146
16 F 0.109
17 C -0.658
18 F 0.131
19 F 0.067
20 F 0.149
21 S 0.554
22 O -0.248
23 O -0.265
24 N -0.385
25 S 0.576
26 O -0.275
27 O -0.269
28 C -0.657
29 F 0.109
30 F 0.072
31 F 0.164

Record 2
Density functional theory data (ωB97M-V with the def2-TZVPD basis set) for C5H11N in the gas phase.

Calculated values
energy relative to the best compared isomer or geometry (same formula, charge and spin) = 56.5 kcal/mol
orbital gap = 0.272 Eh
LUMO energy = 1.0 eV
HOMO level = -6.4 eV

CARTESIAN COORDINATES (ANGSTROEM)
C1 -1.5039 0.7428 -0.8627
C2 -1.1069 -0.0151 0.3976
N1 0.1296 -0.8181 0.2621
C3 -0.0558 -2.1155 -0.0391
C4 1.3250 -0.2537 0.4402
C5 1.6571 1.1904 0.2303
H1 -2.4770 1.2197 -0.6981
H2 -0.7840 1.5259 -1.1177
H3 -1.5974 0.0591 -1.7114
H4 -0.9725 0.6642 1.2433
H5 -1.8964 -0.7243 0.6567
H6 -0.9730 -2.5926 0.2778
H7 0.8311 -2.7010 -0.2473
H8 2.1396 -0.9682 0.4940
H9 2.6642 1.3643 0.6240
H10 0.9892 1.8914 0.7467
H11 1.6834 1.4833 -0.8328

Charges obtained by Löwdin population analysis, quoted in units of e:
1 C -0.074
2 C -0.198
3 N -0.249
4 C -0.038
5 C -0.174
6 C -0.113
7 H 0.077
8 H 0.062
9 H 0.079
10 H 0.120
11 H 0.111
12 H 0.041
13 H 0.050
14 H 0.102
15 H 0.068
16 H 0.067
17 H 0.069

Record 3
Density functional theory data (ωB97M-V with the def2-TZVPD basis set) for 2 unconnected molecules or ions with the total composition C5H12NO2 at a distorted geometry.

Calculated values
energy relative to the best compared isomer or geometry (same formula, charge and spin) = 56.1 kcal/mol
net charge = -1
orbital gap = 0.260 Eh
LUMO energy = 3.8 eV
HOMO level = -3.3 eV

CARTESIAN COORDINATES (ANGSTROEM)
N1 -0.5840 1.3209 -0.8492
C1 0.7705 1.6533 -1.2086
C2 1.6120 0.3638 -1.1690
C3 0.6965 -0.6439 -0.4447
C4 -0.5610 0.1398 0.0141
C5 -0.6708 0.3920 1.5265
O1 -1.4204 -0.5715 2.1581
H1 -1.2311 1.2413 -1.6100
H2 0.7670 2.3310 -2.0838
H3 1.1386 2.3327 -0.4312
H4 1.7972 -0.0150 -2.1818
H5 2.5170 0.5584 -0.5864
H6 0.3447 -1.4195 -1.1236
H7 1.1737 -1.1451 0.3994
H8 -1.4424 -0.4530 -0.2208
H9 0.3338 0.4863 2.0155
H10 -1.0907 1.4143 1.6460
H11 -1.2118 -1.8325 1.5849
H12 -1.8938 -3.2941 1.3775
O2 -1.0451 -2.8592 1.1872

Charges obtained by Löwdin population analysis, quoted in units of e:
1 N -0.053
2 C -0.253
3 C -0.175
4 C -0.153
5 C -0.333
6 C -0.404
7 O -0.312
8 H 0.087
9 H 0.103
10 H 0.093
11 H 0.090
12 H 0.092
13 H 0.096
14 H 0.104
15 H 0.129
16 H 0.093
17 H 0.085
18 H -0.017
19 H -0.025
20 O -0.247

Record 4
Density functional theory data (ωB97M-V with the def2-TZVPD basis set) for a gas-phase ion, C6H13N2 (charge +1) at a distorted geometry.

Calculated values
energy relative to the best compared isomer or geometry (same formula, charge and spin) = 41.8 kcal/mol
net charge = +1
orbital gap = 0.343 Eh
LUMO energy = -3.2 eV
SMILES = C=NC(=C)C[C@@H](C)[NH3+]
HOMO level = -12.5 eV

CARTESIAN COORDINATES (ANGSTROEM)
C1 -0.6146 -0.8930 2.8503
N1 -0.3862 -0.5005 1.6816
C2 0.1283 -0.9949 0.4865
C3 1.4227 -1.3199 0.4896
C4 -0.6241 -0.4587 -0.7095
C5 0.1827 0.6431 -1.3721
C6 -0.5695 1.1834 -2.5681
N2 0.4208 1.6736 -0.2639
H1 -0.8524 -0.1856 3.6365
H2 -0.6374 -1.9613 3.0818
H3 1.9336 -1.5827 1.3963
H4 2.0691 -1.5787 -0.3434
H5 -1.5770 -0.0522 -0.3629
H6 -0.9531 -1.2537 -1.3757
H7 1.1549 0.2729 -1.6591
H8 -1.6431 1.1138 -2.4365
H9 -0.3213 2.1837 -2.9262
H10 -0.3305 0.5590 -3.4237
H11 -0.1812 2.4787 -0.4463
H12 0.0342 1.2854 0.6227
H13 1.3981 1.9410 -0.1976

Charges obtained by Löwdin population analysis, quoted in units of e:
1 C 0.038
2 N -0.013
3 C -0.363
4 C 0.072
5 C -0.117
6 C -0.324
7 C -0.036
8 N 0.236
9 H 0.087
10 H 0.099
11 H 0.069
12 H 0.077
13 H 0.130
14 H 0.141
15 H 0.140
16 H 0.091
17 H 0.094
18 H 0.100
19 H 0.169
20 H 0.136
21 H 0.174

Record 5
Density functional theory data (ωB97M-V with the def2-TZVPD basis set) for a gas-phase ion, CH2N3O2 (charge +1) at a distorted geometry.

Calculated values
energy relative to the best compared isomer or geometry (same formula, charge and spin) = 13.4 kcal/mol
net charge = +1
orbital gap = 0.319 Eh
LUMO energy = -6.8 eV
SMILES = O=C=[NH+]NN=O
HOMO level = -15.5 eV

CARTESIAN COORDINATES (ANGSTROEM)
O1 0.2845 1.3398 2.4878
C1 0.3577 1.0495 1.3920
N1 0.3426 0.6760 0.1551
N2 -0.2556 -0.5378 -0.2644
N3 -0.2095 -0.7273 -1.6426
O2 -0.5951 -1.7840 -2.0656
H1 0.6463 1.1011 -0.6772
H2 -0.5710 -1.1173 0.6151

Charges obtained by Löwdin population analysis, quoted in units of e:
1 O 0.398
2 C -0.026
3 N 0.157
4 N 0.006
5 N -0.028
6 O 0.087
7 H 0.173
8 H 0.233

Record 6
Density functional theory data (ωB97M-V with the def2-TZVPD basis set) for C7H8 in the gas phase at a distorted geometry.

Calculated values
energy relative to the best compared isomer or geometry (same formula, charge and spin) = 120.8 kcal/mol
orbital gap = 0.359 Eh
LUMO energy = 0.9 eV
SMILES = C#CCC1=C(C)C1
HOMO level = -8.9 eV

CARTESIAN COORDINATES (ANGSTROEM)
C1 2.9526 -0.9597 -0.6124
C2 1.8112 -1.1625 -0.2326
C3 0.5154 -1.5702 0.2760
C4 -0.4551 -0.4578 0.0990
C5 -0.8455 0.7768 0.1063
C6 -0.6034 2.2528 0.1981
C7 -1.9417 -0.2836 -0.1901
H1 4.0424 -0.8922 -0.5258
H2 0.2142 -2.4787 -0.3421
H3 0.6868 -1.7036 1.4223
H4 0.4302 2.4184 0.6337
H5 -1.4144 2.7342 0.7237
H6 -0.7490 2.6382 -0.8724
H7 -2.6244 -0.7367 0.5471
H8 -2.0193 -0.5754 -1.2309

Charges obtained by Löwdin population analysis, quoted in units of e:
1 C 0.092
2 C -0.174
3 C -0.163
4 C -0.211
5 C -0.191
6 C -0.051
7 C -0.057
8 H 0.037
9 H 0.145
10 H 0.163
11 H 0.096
12 H 0.060
13 H 0.103
14 H 0.080
15 H 0.069

Record 7
Density functional theory data (ωB97M-V with the def2-TZVPD basis set) for a molecular structure, C16H19BrCr at a distorted geometry.

Calculated values
energy relative to the best compared isomer or geometry (same formula, charge and spin) = 54.6 kcal/mol
net charge = -1
orbital gap (spin up / spin down) = 0.155 / 0.186 Eh
LUMO energy (spin up / spin down) = 1.6 / 2.5 eV
HOMO level (spin up / spin down) = -2.6 / -2.6 eV
spin multiplicity = 4

CARTESIAN COORDINATES (ANGSTROEM)
C1 -1.1783 -0.8794 -3.1396
C2 -1.7082 -1.9944 -2.4374
C3 -2.5179 -1.4446 -1.2787
H1 -1.4215 -3.0286 -2.6129
C4 -2.4684 0.0102 -1.4305
C5 -1.6423 0.3416 -2.5420
H2 -1.5574 1.2739 -3.0454
H3 -0.7362 -0.8764 -4.1118
H4 -2.8880 -2.0178 -0.3835
H5 -3.1342 0.7150 -0.8991
Cr1 -0.5847 -1.1933 -0.7986
Br1 1.2903 -2.8029 -0.4188
C6 2.1169 1.2658 -1.3601
C7 1.3508 2.0911 -2.2509
C8 1.4436 1.5197 -3.5619
H6 0.7037 2.8919 -1.9391
C9 2.2758 0.3468 -3.4922
C10 2.6682 0.1975 -2.1152
H7 3.1857 -0.6447 -1.6759
H8 2.1519 1.3627 -0.2978
H9 0.8251 1.8079 -4.4155
H10 2.4236 -0.3579 -4.2903
C11 -1.2568 0.7845 3.6398
C12 -0.0156 0.0936 3.0868
C13 1.2294 0.8324 3.5341
C14 -0.0243 -1.4003 3.4007
C15 -0.0504 0.2970 1.6728
C16 -0.2685 0.1799 0.4649
H11 -1.2492 0.7443 4.7352
H12 -2.1817 0.3187 3.2796
H13 -1.2888 1.8382 3.3313
H14 1.3242 0.8224 4.6196
H15 2.1228 0.4011 3.0866
H16 1.1698 1.8710 3.1978
H17 -0.9345 -1.8820 3.0379
H18 0.8017 -1.9308 2.9313
H19 0.0229 -1.5541 4.4791

Charges obtained by Löwdin population analysis, quoted in units of e:
1 C -0.096
2 C -0.193
3 C -0.242
4 H 0.099
5 C -0.141
6 C -0.071
7 H 0.104
8 H 0.111
9 H 0.123
10 H 0.123
11 Cr 0.395
12 Br 0.004
13 C -0.218
14 C -0.218
15 C -0.243
16 H 0.047
17 C -0.208
18 C -0.226
19 H 0.033
20 H 0.042
21 H 0.048
22 H 0.041
23 C -0.063
24 C -0.657
25 C -0.058
26 C -0.039
27 C -0.136
28 C -0.114
29 H 0.080
30 H 0.085
31 H 0.089
32 H 0.078
33 H 0.093
34 H 0.090
35 H 0.084
36 H 0.076
37 H 0.079

Record 8
Density functional theory data (ωB97M-V with the def2-TZVPD basis set) for C5H8N2 in the gas phase.

Calculated values
energy relative to the best compared isomer or geometry (same formula, charge and spin) = 75.0 kcal/mol
orbital gap = 0.354 Eh
LUMO energy = 1.1 eV
SMILES = NN=C=CC1CC1
HOMO level = -8.6 eV

CARTESIAN COORDINATES (ANGSTROEM)
N1 3.4024 0.0324 0.1459
N2 2.5524 1.1120 0.3858
C1 1.3644 0.8126 0.5027
C2 0.1564 0.3370 0.6863
C3 -0.8546 0.1500 -0.3832
C4 -2.3092 0.3059 -0.0436
C5 -1.7608 -1.0574 -0.3479
H1 4.2891 0.3872 -0.1911
H2 2.9528 -0.6270 -0.4855
H3 -0.0982 0.0198 1.6978
H4 -0.5355 0.4819 -1.3673
H5 -2.5376 0.5360 0.9934
H6 -2.9531 0.7941 -0.7684
H7 -2.0283 -1.5199 -1.2946
H8 -1.6402 -1.7645 0.4699

Charges obtained by Löwdin population analysis, quoted in units of e:
1 N -0.010
2 N -0.031
3 C -0.124
4 C -0.072
5 C -0.311
6 C -0.130
7 C -0.125
8 H 0.071
9 H 0.081
10 H 0.118
11 H 0.136
12 H 0.101
13 H 0.098
14 H 0.097
15 H 0.101

Record 9
Density functional theory data (ωB97M-V with the def2-TZVPD basis set) for C21H15ClFN7O2 in the gas phase at a distorted geometry.

Calculated values
energy relative to the best compared isomer or geometry (same formula, charge and spin) = 1.9 kcal/mol
orbital gap = 0.284 Eh
LUMO energy = -0.8 eV
SMILES = C=CC(=O)Nc1cc(F)ccc1Nc1nc(Nc2cc(C(N)=O)ccc2C#N)ncc1Cl
HOMO level = -8.5 eV

CARTESIAN COORDINATES (ANGSTROEM)
C1 -1.6732 -4.9575 0.1372
C2 -0.9521 -3.8298 -0.2756
C3 -0.7296 -3.4882 -1.6676
O1 -1.0796 -4.2254 -2.5633
N1 -0.0074 -2.3320 -1.9401
C4 0.6279 -1.9574 -3.1118
C5 0.1549 -2.2288 -4.3934
C6 0.8696 -1.8924 -5.5275
F1 0.3554 -2.0371 -6.8038
C7 2.0968 -1.2727 -5.3616
C8 2.5889 -0.9045 -4.1044
C9 1.8429 -1.2594 -2.9577
N2 2.4611 -0.9329 -1.7401
C10 1.9945 0.0395 -0.8713
N3 0.7326 0.0448 -0.4462
C11 0.3856 1.0185 0.3728
N4 -0.8846 0.9249 0.8018
C12 -1.3735 1.3757 2.0507
C13 -1.1211 2.6804 2.4520
C14 -1.5607 3.1785 3.6881
C15 -1.2591 4.5538 4.0871
N5 -0.4198 5.3970 3.3785
O2 -1.6944 5.0126 5.1193
C16 -2.3735 2.3633 4.4951
C17 -2.7134 1.0585 4.1010
C18 -2.1829 0.5650 2.8762
C19 -2.4677 -0.8022 2.5659
N6 -2.7671 -1.9024 2.3339
N7 1.2173 1.9440 0.8256
C20 2.4502 1.9783 0.3984
C21 2.9184 0.9796 -0.4450
Cl1 4.6108 1.0494 -0.9011
H1 -1.8021 -5.1742 1.2174
H2 -2.2299 -5.5899 -0.5767
H3 -0.4979 -3.2164 0.5137
H4 0.3089 -1.7844 -1.1275
H5 -0.8421 -2.6893 -4.5163
H6 2.6919 -0.9585 -6.2241
H7 3.5076 -0.3402 -4.0815
H8 3.4692 -0.8112 -1.8362
H9 -1.2728 0.0351 0.5028
H10 -0.6239 3.3422 1.7471
H11 -0.1997 6.2334 3.8975
H12 0.3201 4.8742 2.8564
H13 -2.6865 2.7622 5.4713
H14 -3.3062 0.4445 4.7856
H15 3.1162 2.7314 0.7975

Charges obtained by Löwdin population analysis, quoted in units of e:
1 C 0.076
2 C -0.083
3 C -0.490
4 O 0.069
5 N 0.128
6 C -0.167
7 C 0.062
8 C -0.240
9 F 0.039
10 C -0.025
11 C -0.002
12 C -0.177
13 N 0.090
14 C -0.303
15 N 0.196
16 C -0.387
17 N 0.144
18 C -0.164
19 C 0.039
20 C -0.124
21 C -0.502
22 N 0.146
23 O 0.064
24 C 0.006
25 C 0.010
26 C -0.153
27 C -0.174
28 N 0.177
29 N 0.135
30 C -0.138
31 C -0.544
32 Cl 0.695
33 H 0.065
34 H 0.073
35 H 0.089
36 H 0.093
37 H 0.138
38 H 0.119
39 H 0.110
40 H 0.077
41 H 0.139
42 H 0.111
43 H 0.106
44 H 0.111
45 H 0.128
46 H 0.127
47 H 0.115

Record 10
Density functional theory data (ωB97M-V with the def2-TZVPD basis set) for 2 unconnected molecules or ions with the total composition C5H11NO at a distorted geometry.

Calculated values
energy relative to the best compared isomer or geometry (same formula, charge and spin) = 58.9 kcal/mol
orbital gap = 0.373 Eh
LUMO energy = 0.8 eV
SMILES = C=C/C=C/CN.O
HOMO level = -9.3 eV

CARTESIAN COORDINATES (ANGSTROEM)
C1 1.4703 1.1160 -2.5356
C2 1.6265 0.2827 -1.5173
C3 1.0956 0.5165 -0.1507
C4 -0.2229 0.5366 0.0362
C5 -0.9131 0.7419 1.3568
N1 -2.2578 1.3184 1.2502
H1 1.9390 0.9120 -3.4925
H2 1.1476 2.1447 -2.4124
H3 2.0268 -0.6613 -1.7151
H4 1.7749 0.9058 0.6005
H5 -0.8758 0.4668 -0.8299
H6 -0.9818 -0.1722 1.9463
H7 -0.3811 1.4870 1.9405
H8 -2.2775 2.2932 0.9988
H9 -2.8523 0.7844 0.6314
O1 -0.1701 -3.7548 1.0037
H10 -0.6520 -3.4148 1.7591
H11 -0.1565 -2.9727 0.4399

Charges obtained by Löwdin population analysis, quoted in units of e:
1 C 0.002
2 C -0.192
3 C -0.120
4 C -0.117
5 C -0.281
6 N -0.021
7 H 0.052
8 H 0.062
9 H 0.074
10 H 0.110
11 H 0.108
12 H 0.103
13 H 0.110
14 H 0.060
15 H 0.058
16 O -0.055
17 H 0.025
18 H 0.022

Question: energy relative to the best compared isomer or geometry (same formula, charge and spin) of number 9 (C21H15ClFN7O2)?
Answer: 1.9 kcal/mol